DFT (ωB97M-V/def2-TZVPD) results for an isolated molecule of C2H4O3 in a non-equilibrium geometry.

```
9
Properties=species:S:1:pos:R:3:lowdin_charge:R:1
C 0.31957 0.56339 0.26005 -0.218
C -0.37376 -0.66898 -0.33834 -0.454
H 1.08946 0.66651 -1.46457 0.118
H 1.07126 0.16423 1.05291 0.157
H -0.37113 1.21055 0.83679 0.130
H -1.35169 -0.82155 1.32986 0.146
O 0.99184 1.31402 -0.69926 -0.055
O -1.19325 -1.40783 0.51026 0.069
O -0.18229 -1.02033 -1.48770 0.108
```

Output
- LUMO (Eh) = 0.0145
- SMILES = O=C(O)CO
- max |F| (eV Å⁻¹) = 2.7
- HOMO-LUMO gap (Ha) = 0.4138
- total charge = 0
- ΔE to the lowest compared entry with this formula, charge and spin (kcal/mol) = 12.34
- E_tot (eV) = -8281.02394
- highest occupied orbital energy (eV) = -10.86